1.
{"formula": "C16H29Cl2CrN2P", "method": "ωB97M-V/def2-TZVPD", "symbols": ["Cr", "Cl", "Cl", "H", "H", "P", "C", "C", "C", "C", "H", "C", "H", "H", "H", "H", "H", "H", "H", "C", "C", "H", "H", "H", "H", "H", "H", "C", "H", "C", "H", "H", "H", "H", "H", "H", "N", "C", "N", "C", "C", "C", "C", "C", "C", "H", "H", "H", "H", "H", "H"], "coordinates": [[0.3585, 0.1679, 1.2312], [1.9228, 1.6032, 0.2519], [-0.4321, -1.9952, 0.5426], [-0.1369, 1.4799, 1.8495], [1.6444, -0.0896, 2.0853], [0.1116, 0.1364, -1.5222], [1.7526, -0.4698, -2.3089], [-0.9957, -0.7455, -2.7806], [0.0431, 1.8134, -2.4531], [2.4024, -1.6283, -1.5495], [2.3635, 0.4364, -2.1458], [1.7733, -0.8440, -3.8040], [1.2556, -1.7912, -3.9811], [2.8209, -0.9869, -4.0963], [1.3599, -0.0845, -4.4678], [2.5422, -1.4285, -0.4764], [3.3973, -1.7977, -1.9994], [1.8328, -2.5615, -1.6717], [0.9988, 2.2434, -2.1148], [-1.1098, 2.6558, -1.9055], [-0.0003, 1.8464, -3.9957], [0.9596, 1.5796, -4.4511], [-0.2098, 2.8754, -4.3264], [-0.8038, 1.2160, -4.4032], [-1.0919, 2.7225, -0.8065], [-2.0846, 2.2623, -2.2334], [-1.0201, 3.6703, -2.3288], [-0.9945, -2.2726, -2.6543], [-0.5104, -0.5273, -3.7392], [-2.4169, -0.1799, -2.8961], [-0.0171, -2.7172, -2.8899], [-1.7137, -2.6618, -3.3944], [-1.2985, -2.5663, -1.6408], [-2.8865, -0.0846, -1.9049], [-2.9958, -0.8852, -3.5161], [-2.4366, 0.7858, -3.4228], [-0.6841, -1.9318, 4.7679], [-0.5021, -1.7594, 3.4379], [-0.2508, -0.4835, 3.1497], [-0.2545, 0.2234, 4.3893], [0.0654, 1.5337, 4.7504], [0.0814, 1.8559, 6.1175], [-0.1559, 0.8847, 7.1186], [-0.4745, -0.4340, 6.7516], [-0.5323, -0.7044, 5.3939], [-0.9248, -2.8125, 5.2185], [-0.5538, -2.6057, 2.7682], [0.2870, 2.2588, 3.9760], [0.2869, 2.8743, 6.4446], [-0.0930, 1.1641, 8.1780], [-0.6788, -1.2407, 7.4578]], "forces_ev_per_a": [[0.735, -0.318, 0.272], [0.673, 0.473, -0.340], [0.073, -0.955, -0.160], [-0.587, 1.203, 0.350], [0.453, -0.242, 0.176], [-0.419, 0.332, -2.821], [-0.025, 0.339, 0.468], [0.263, -0.091, -0.219], [0.332, -0.218, 0.303], [0.358, -0.079, 0.096], [-0.036, -0.430, -0.126], [0.177, 0.116, 0.116], [0.129, 0.161, -0.074], [-0.050, -0.035, 0.027], [0.111, -0.399, 0.155], [-0.175, -0.015, -0.355], [-0.191, -0.027, 0.229], [0.080, 0.279, 0.172], [-0.381, 0.158, -0.130], [-0.021, 0.338, 0.026], [0.033, 0.333, 0.111], [-0.373, 0.124, 0.125], [-0.008, -0.120, 0.127], [0.410, 0.249, -0.058], [0.009, -0.054, -0.340], [0.336, 0.203, 0.296], [-0.101, -0.129, 0.258], [-0.505, 0.006, 0.039], [-0.221, -0.132, 0.225], [-0.011, -0.409, 0.006], [-0.332, 0.147, 0.318], [0.136, -0.107, 0.191], [0.097, -0.151, -0.494], [-0.041, 0.035, -0.339], [-0.091, 0.204, 0.282], [-0.069, -0.372, 0.388], [-0.244, -0.384, 0.670], [0.057, 1.613, 0.639], [-0.871, -1.042, 0.740], [0.138, -1.084, -0.728], [-0.157, 0.205, 0.370], [-0.057, -0.483, -0.210], [-0.280, -0.512, -0.323], [0.002, 0.786, 0.358], [0.233, -0.586, 0.317], [0.215, 0.590, -0.286], [0.038, 0.464, -0.223], [0.005, -0.042, 0.086], [0.063, -0.197, -0.241], [-0.061, -0.128, -0.505], [0.150, 0.383, 0.036]], "mulliken_charge": [-0.689, -0.493, -0.642, 0.006, 0.053, 0.762, 0.938, 0.850, 0.644, -1.437, 0.467, -1.668, 0.198, 0.490, 0.288, 0.210, 0.465, 0.214, 0.548, -1.441, -1.591, 0.241, 0.516, 0.264, 0.204, 0.211, 0.479, -1.562, 0.093, -1.744, 0.198, 0.483, 0.169, 0.290, 0.451, 0.318, -0.006, -0.599, 0.255, 0.044, -0.379, -0.617, -0.338, -0.917, 0.675, 0.217, 0.521, 0.343, 0.360, 0.336, 0.320], "orbital_gap_ha": [0.2247, 0.2574], "s2": 3.8428, "e_above_lowest_kj_mol": 24.8, "charge": -1, "spin_multiplicity": 4, "homo_ha": [-0.1255, -0.1581], "lumo_energy_ev": [2.7, 2.7]}


2.
{"formula": "C16H29FN2O4", "method": "ωB97M-V/def2-TZVPD", "symbols": ["C", "C", "C", "N", "C", "C", "C", "C", "N", "O", "C", "O", "O", "C", "C", "C", "C", "C", "C", "C", "C", "O", "F", "H", "H", "H", "H", "H", "H", "H", "H", "H", "H", "H", "H", "H", "H", "H", "H", "H", "H", "H", "H", "H", "H", "H", "H", "H", "H", "H", "H", "H"], "coordinates": [[3.7376, 3.0683, -0.7183], [3.4644, 1.6508, -1.2657], [3.5770, 0.5352, -0.2313], [2.4678, 0.4570, 0.7376], [1.1773, 0.0287, 0.1983], [1.1496, -0.9747, -0.9350], [-0.0563, -0.8143, -1.8934], [-0.5171, -2.1450, -2.5253], [-0.7569, -3.2592, -1.6097], [0.5274, 1.2759, -0.1608], [0.7052, 1.9718, 1.0374], [1.0428, 3.0328, 1.1879], [0.3082, 1.0792, 2.0126], [0.2620, -0.2377, 1.4455], [-1.2553, -0.5340, 1.1845], [-2.1828, 0.6908, 1.1270], [-3.5899, 0.3334, 0.5819], [-4.5092, 1.5112, 0.9761], [-3.4935, 0.3518, -0.9753], [0.7283, -1.3195, 2.4280], [0.5567, -2.7241, 1.9233], [-0.3975, -3.3467, 1.8836], [1.7160, -3.2927, 1.5130], [4.0286, 3.0344, 0.3296], [4.4543, 3.5837, -1.3523], [2.8098, 3.6367, -0.7686], [2.5116, 1.5656, -1.7878], [4.2194, 1.4340, -2.0267], [3.7607, -0.4380, -0.7000], [4.4812, 0.7317, 0.3522], [2.7960, -0.1296, 1.4951], [1.1009, -1.9756, -0.5010], [2.0316, -0.9653, -1.5712], [-0.8844, -0.2859, -1.4391], [0.3083, -0.1921, -2.7153], [0.1483, -2.4968, -3.3140], [-1.4750, -1.9436, -3.0137], [-1.3305, -3.0038, -0.8171], [0.1030, -3.6892, -1.3006], [-1.5998, -1.1203, 2.0340], [-1.4281, -1.1719, 0.3203], [-2.3205, 1.0300, 2.1560], [-1.8091, 1.5151, 0.5281], [-3.9465, -0.6197, 0.9696], [-3.9161, 2.4213, 0.8536], [-5.3777, 1.5714, 0.3259], [-4.7899, 1.4748, 2.0292], [-3.4717, -0.6553, -1.3969], [-4.3557, 0.8855, -1.3758], [-2.6194, 0.8998, -1.3213], [1.7670, -1.2089, 2.7462], [0.1421, -1.2269, 3.3394]], "forces_ev_per_a": [[-1.071, -0.349, -0.364], [0.447, -0.309, -0.181], [0.350, 0.130, 0.281], [0.849, -0.805, -0.831], [-0.607, 0.197, 0.816], [-0.984, -0.227, -0.375], [0.915, -0.243, -0.501], [-0.691, 0.054, 0.454], [0.115, 0.018, -0.361], [1.113, 0.806, -0.414], [-2.388, -6.544, -1.032], [1.315, 5.821, 0.822], [0.638, 0.150, 1.038], [-0.920, -0.291, -0.625], [0.044, 0.318, -0.222], [-0.632, -0.944, 0.637], [0.702, 1.571, -0.893], [0.540, -0.374, 0.228], [-0.453, -0.483, 0.406], [1.116, 0.573, 0.533], [2.790, 2.046, 0.218], [-3.813, -2.331, -0.157], [0.659, 0.209, -0.104], [0.259, 0.122, -0.059], [0.242, 0.030, 0.256], [0.053, 0.157, 0.184], [-0.112, 0.232, 0.068], [0.011, -0.121, 0.020], [-0.097, 0.081, -0.187], [-0.075, 0.004, 0.115], [-0.332, 0.006, -0.002], [0.133, 0.046, 0.146], [0.216, 0.197, 0.340], [-0.038, -0.090, 0.081], [-0.313, 0.217, 0.004], [0.200, 0.096, 0.107], [0.084, 0.048, -0.153], [0.109, -0.077, 0.043], [-0.100, -0.018, 0.203], [-0.078, -0.107, -0.007], [0.266, -0.009, -0.094], [0.206, 0.256, -0.034], [0.136, 0.003, 0.036], [-0.049, -0.040, -0.041], [-0.205, 0.127, -0.133], [-0.218, -0.005, 0.206], [-0.192, -0.055, -0.030], [0.038, 0.071, -0.127], [-0.064, -0.257, -0.195], [0.096, -0.020, 0.059], [-0.009, 0.138, -0.147], [-0.201, -0.025, -0.031]], "mulliken_charge": [-1.236, -0.152, -0.934, -0.204, 0.843, -0.977, 0.431, -1.147, -0.613, -0.583, 0.495, -0.456, -0.538, 1.169, -0.599, -1.634, 0.709, -1.652, -1.176, -1.028, 0.394, -0.386, -0.282, 0.309, 0.350, 0.253, 0.085, 0.564, 0.393, 0.595, 0.278, 0.077, 0.426, -0.581, 0.540, 0.415, 0.393, 0.281, 0.333, 0.764, -0.332, 0.369, 0.501, 0.524, 0.348, 0.447, 0.377, 0.132, 0.550, 0.199, 0.427, 0.538], "orbital_gap_ha": 0.3632, "e_above_lowest_kj_mol": 103.9, "smiles": "CCCN[C@]1(CCCN)OC(=O)O[C@]1(CCC(C)C)CC(=O)F", "homo_ha": -0.3427, "lumo_energy_ev": 0.6}


3.
{"formula": "C16H29IrN3O2SSi2", "method": "ωB97M-V/def2-TZVPD", "symbols": ["Ir", "N", "C", "S", "N", "N", "C", "C", "C", "C", "C", "C", "C", "O", "H", "H", "H", "H", "H", "H", "H", "C", "Si", "C", "C", "C", "Si", "C", "C", "C", "H", "H", "H", "H", "H", "H", "H", "H", "H", "H", "H", "H", "H", "H", "H", "H", "H", "H", "H", "C", "O", "H", "H", "H"], "coordinates": [[-1.3652, 0.7473, 0.0188], [-2.5121, -1.2671, -3.6993], [-2.1924, -0.8321, -2.4244], [-1.8410, 0.8553, -2.2262], [-2.2065, -1.7129, -1.4790], [-1.9419, -1.1680, -0.2200], [-2.2923, -1.9325, 0.7590], [-2.0960, -1.6860, 2.1647], [-2.4859, -2.7264, 3.0306], [-2.3349, -2.6549, 4.3933], [-1.7669, -1.4925, 4.9371], [-1.3789, -0.4561, 4.1295], [-1.5325, -0.4969, 2.7157], [-1.1542, 0.5406, 2.0478], [-2.0813, -0.7335, -4.4364], [-2.4398, -2.2666, -3.8108], [-2.7501, -2.8784, 0.4788], [-2.9144, -3.6184, 2.5847], [-2.6423, -3.4744, 5.0291], [-1.6343, -1.4083, 6.0101], [-0.9456, 0.4469, 4.5405], [0.4455, -2.6377, 0.1982], [1.2883, -1.1679, -0.6325], [1.1575, -1.3858, -2.4969], [3.1040, -1.4945, -0.1727], [0.7126, 0.5108, -0.0466], [1.6775, 1.9965, -0.7053], [1.1367, 2.6101, -2.4010], [3.5041, 1.5876, -1.0398], [1.8564, 3.4057, 0.5281], [1.0808, -3.5120, 0.0320], [-0.5508, -2.8698, -0.1828], [0.3716, -2.4817, 1.2785], [1.6303, -2.3263, -2.7955], [1.6580, -0.5716, -3.0262], [0.1152, -1.4090, -2.8208], [3.2851, -2.5659, -0.2942], [3.2907, -1.2506, 0.8774], [3.8375, -0.9624, -0.7760], [0.9664, 0.5027, 1.0286], [1.2115, 1.7977, -3.1285], [1.8208, 3.4059, -2.7129], [0.1205, 2.9903, -2.4504], [3.6557, 0.9325, -1.9008], [4.0108, 1.1499, -0.1776], [3.9935, 2.5420, -1.2602], [0.9145, 3.6407, 1.0155], [2.2523, 4.2940, 0.0254], [2.5836, 3.1121, 1.2927], [-1.7348, 3.6859, -0.3882], [-1.2535, 2.7105, 0.4761], [-1.9163, 4.6105, 0.1794], [-2.6861, 3.4153, -0.8734], [-1.0317, 3.9495, -1.1931]], "forces_ev_per_a": [[0.167, 0.088, -0.056], [0.003, 0.004, 0.022], [-0.083, 0.063, 0.000], [0.014, 0.006, 0.019], [-0.074, 0.042, 0.093], [-0.478, 0.291, 0.108], [-0.217, 0.226, 0.023], [-0.085, 0.027, -0.042], [0.000, -0.007, 0.018], [0.000, -0.006, -0.021], [0.005, 0.018, -0.003], [0.001, -0.012, 0.033], [0.088, -0.036, -0.013], [-0.179, 0.060, 0.036], [-0.001, 0.006, -0.006], [0.005, -0.010, 0.000], [0.002, -0.010, 0.014], [0.001, 0.000, -0.003], [0.000, 0.000, 0.000], [0.002, -0.002, 0.000], [0.003, 0.001, -0.005], [0.092, -0.253, -0.105], [0.051, -0.122, -0.079], [-0.017, -0.005, -0.026], [-0.022, -0.001, 0.004], [-0.019, -0.057, 0.062], [-0.035, -0.069, -0.091], [-0.015, -0.013, 0.024], [0.000, -0.009, 0.008], [-0.032, -0.087, 0.015], [0.092, -0.032, 0.042], [0.659, -0.126, -0.050], [0.008, -0.025, -0.029], [0.002, -0.005, -0.005], [0.022, 0.003, -0.011], [0.160, -0.006, 0.018], [0.018, -0.021, 0.009], [0.000, 0.008, -0.003], [-0.060, -0.023, 0.005], [-0.005, 0.024, -0.005], [0.002, -0.003, 0.018], [-0.003, 0.006, -0.005], [-0.020, -0.004, 0.007], [-0.008, -0.008, 0.020], [-0.006, 0.025, -0.016], [0.012, 0.002, -0.018], [-0.112, 0.040, -0.006], [-0.034, -0.005, 0.013], [-0.038, 0.007, -0.002], [-0.015, 0.008, 0.063], [0.163, 0.000, -0.059], [-0.012, -0.001, -0.001], [-0.002, -0.006, -0.014], [-0.002, 0.009, 0.002]], "mulliken_charge": [1.940, -0.489, 0.250, -0.581, -0.923, 0.382, -0.563, 0.856, -0.905, -0.686, -0.317, -0.652, 0.624, -0.784, 0.247, 0.271, 0.205, 0.312, 0.375, 0.359, 0.423, -0.988, -0.083, -0.676, -1.353, -0.476, 0.317, -0.903, -1.318, -1.131, 0.529, 0.303, 0.250, 0.437, 0.287, 0.062, 0.358, 0.329, 0.362, 0.241, 0.266, 0.306, 0.288, 0.294, 0.339, 0.337, 0.267, 0.320, 0.313, -0.796, -0.569, 0.266, 0.264, 0.215], "orbital_gap_ha": 0.2548, "e_above_lowest_kj_mol": 41.4, "charge": -1, "homo_ha": -0.1472, "lumo_energy_ev": 2.9}


4.
{"formula": "C16H29LuN2S", "method": "ωB97M-V/def2-TZVPD", "symbols": ["C", "H", "H", "H", "C", "H", "H", "C", "H", "H", "H", "C", "C", "C", "C", "C", "C", "C", "C", "C", "C", "Lu", "H", "H", "H", "H", "H", "H", "H", "H", "H", "H", "H", "H", "H", "H", "H", "S", "C", "N", "C", "C", "N", "H", "H", "H", "H", "H", "H"], "coordinates": [[1.1716, 1.7997, -1.7693], [2.1168, 2.2443, -1.3289], [1.3541, 1.7035, -2.8214], [2.4115, 0.6412, 1.8127], [0.0183, 2.7420, -1.4263], [-0.9884, 2.3185, -1.6501], [0.0192, 2.9438, -0.3344], [0.2001, 4.0778, -2.1568], [-0.7229, 4.6865, -2.0629], [1.0509, 4.6594, -1.7368], [0.4198, 3.9097, -3.2389], [-0.8138, -1.5791, -0.1080], [-1.4493, -0.7390, -1.0527], [-0.5194, -0.4493, -2.0757], [0.7110, -1.1129, -1.7730], [0.5161, -1.8367, -0.5576], [1.3953, -2.9232, -0.0584], [1.8998, -1.2238, -2.6504], [-0.8478, 0.2010, -3.3684], [-2.9059, -0.4740, -1.1260], [-1.5155, -2.4305, 0.8740], [1.1231, 0.5412, 0.0483], [2.8116, -1.4528, -2.0783], [1.7853, -2.0370, -3.3910], [2.0952, -0.3083, -3.2211], [2.4202, -2.8406, -0.4454], [1.4531, -2.9262, 1.0415], [1.0252, -3.9239, -0.3554], [-2.5078, -2.0272, 1.1660], [-1.7204, -3.4418, 0.4519], [-0.9290, -2.6001, 1.7956], [-3.1397, 0.4466, -1.6815], [-3.4224, -1.2959, -1.6568], [-3.3639, -0.4015, -0.1316], [-0.1054, 0.9208, -3.7049], [-0.9267, -0.5411, -4.1821], [-1.8068, 0.7402, -3.3344], [2.3869, -0.7468, 2.0586], [1.0024, -0.2770, 3.1872], [1.2727, 0.1360, 4.3921], [0.0594, 0.5219, 5.1274], [-1.0168, 0.3761, 4.0800], [-0.2612, 0.0886, 2.8483], [2.2258, 0.1616, 4.7727], [0.1363, 1.5304, 5.5614], [-0.0412, -0.2179, 5.9367], [-1.6257, 1.2658, 3.9443], [-1.6384, -0.4959, 4.2954], [-0.8136, -0.3542, 2.0842]], "forces_ev_per_a": [[1.086, 0.090, 1.867], [-0.021, 0.429, -0.265], [0.063, -0.130, -0.289], [1.082, -0.788, 0.702], [0.024, -0.122, -0.428], [0.736, 0.084, -0.022], [-0.134, 0.125, 0.237], [-0.212, 0.819, -0.040], [0.602, -0.187, -0.164], [-0.548, -0.408, -0.269], [-0.294, 0.044, 0.850], [0.700, 0.300, 0.099], [0.644, 0.283, -0.118], [0.361, -0.168, 0.231], [-0.514, -0.231, 0.650], [0.160, 0.436, -0.290], [0.278, -0.738, 0.314], [0.648, -0.114, -0.673], [-0.486, 0.279, -0.608], [-0.748, 0.285, -0.006], [-0.808, -0.670, 0.878], [-3.780, -0.670, -4.262], [-0.140, 0.019, -0.183], [0.018, 0.248, 0.325], [-0.095, -0.215, 0.138], [-0.209, -0.041, 0.121], [-0.029, -0.270, -0.233], [0.128, 0.448, 0.100], [0.546, -0.164, -0.114], [0.172, 0.588, 0.245], [-0.191, -0.072, -0.234], [0.069, -0.277, 0.265], [0.246, 0.275, 0.209], [0.033, 0.037, -0.244], [0.060, -0.080, 0.018], [-0.009, 0.122, 0.373], [0.293, -0.264, 0.012], [-0.660, 1.292, 1.273], [-0.189, 1.323, -0.580], [0.970, -0.586, 0.049], [0.500, 0.026, 1.414], [-0.690, -0.122, -0.153], [0.291, -1.347, -1.010], [-0.602, -0.179, -0.087], [0.174, -0.378, -0.253], [-0.181, 0.510, -0.108], [-0.053, -0.061, 0.047], [-0.176, 0.258, -0.053], [0.879, -0.038, 0.270]], "mulliken_charge": [-1.338, 0.520, 0.449, 0.277, 0.259, 0.107, 0.273, -1.391, 0.380, 0.329, 0.315, -0.274, 0.528, 0.754, 0.656, 0.251, -1.097, -1.566, -1.459, -2.039, -1.022, 0.941, 0.341, 0.353, 0.349, 0.310, 0.311, 0.332, 0.354, 0.357, 0.341, 0.434, 0.341, 0.459, 0.314, 0.362, 0.384, -0.131, 0.348, -0.140, -0.510, -0.516, 0.171, 0.276, 0.339, 0.321, 0.411, 0.309, -0.073], "orbital_gap_ha": [0.1799, 0.1799], "charge": 2, "homo_ha": [-0.4917, -0.4917], "lumo_energy_ev": [-8.5, -8.5]}